# C3H7NO2P

An isolated ion of composition C3H7NO2P and charge -1 at a distorted geometry (the ωB97M-V functional and the def2-TZVPD basis, OMol25).

The geometry in ORCA input format:
```
! wB97M-V def2-TZVPD RIJCOSX def2/J DEFGRID3
* xyz -1 1
C -2.479 -0.234 0.632
C -1.140 0.034 0.014
N -0.385 0.914 0.482
C 1.064 1.063 -0.325
P 2.436 -0.020 0.495
O 3.565 0.133 -0.483
O 1.765 -1.534 0.035
H -2.708 -1.300 0.608
H -3.250 0.294 0.065
H -2.499 0.114 1.659
H -0.912 -0.575 -0.873
H 1.327 2.112 -0.222
H 0.910 0.779 -1.367
H 2.307 -1.780 -0.720
*
```

ΔE to the lowest compared entry with this formula, charge and spin ... 46.3 kcal per mole
Total energy ... -18099.6011 eV
Structure (SMILES) ... C/C=N/CP([O-])O
M ... 120.1 g mol⁻¹

Atomic partial charges in e from the natural (NBO) method, atoms 1 to 5: number 1, C, carries -0.658; number 2, C, carries 0.083; number 3, N, carries -0.414; number 4, C, carries -0.597; number 5, P, carries 1.285

# C3H7BCl2O2

A 2-piece molecular cluster, C3H7BCl2O2 overall at a distorted geometry (the ωB97M-V functional and the def2-TZVPD basis, OMol25).

The geometry in ORCA input format:
```
! wB97M-V def2-TZVPD RIJCOSX def2/J DEFGRID3
* xyz 0 1
B -0.282 -1.562 -0.561
C 1.294 1.240 -0.417
C 1.901 -0.176 -0.345
C -1.644 0.243 1.006
O -1.288 -2.328 -0.541
O 0.923 -1.206 -0.797
Cl -3.190 -0.789 1.053
Cl -2.317 1.953 0.316
H 1.756 1.885 -1.179
H 0.198 1.137 -0.544
H 1.462 1.693 0.629
H 2.209 -0.663 0.624
H 2.736 -0.182 -1.052
H -1.564 0.631 1.980
H -2.194 -1.877 -0.171
*
```

ΔE to the lowest compared entry with this formula, charge and spin ... 91.0 kcal per mole
Total energy ... -33039.4757 eV
M ... 156.8 g mol⁻¹

Atomic partial charges in e from the natural (NBO) method, atoms 1 to 5: number 1, B, carries 1.413; number 2, C, carries -0.667; number 3, C, carries -0.036; number 4, C, carries -0.517; number 5, O, carries -0.917

# C12H8ClF6N4O3S

A 2-piece molecular cluster, C12H8ClF6N4O3S overall (the ωB97M-V functional and the def2-TZVPD basis, OMol25).

The geometry in ORCA input format:
```
! wB97M-V def2-TZVPD RIJCOSX def2/J DEFGRID3
* xyz 1 1
O -2.069 3.368 2.252
C -1.974 2.385 2.877
Cl -1.508 2.389 4.562
C -2.268 0.989 2.360
C -1.138 0.038 2.563
N -1.177 -0.870 3.514
C -0.019 -1.539 3.479
N 0.301 -2.504 4.331
S -0.712 -2.989 5.630
N 0.747 -1.076 2.439
C 2.071 -1.530 1.989
F 3.027 -0.777 2.495
F 2.113 -1.514 0.673
F 2.216 -2.779 2.429
N 0.024 -0.037 1.861
C 0.485 0.755 0.718
F 1.763 1.050 0.889
F -0.244 1.848 0.688
F 0.316 0.077 -0.406
H -3.071 0.583 2.970
H -2.606 1.056 1.331
H 1.186 -2.972 4.242
H -1.632 -3.598 4.871
C 1.074 0.342 -6.097
C -0.243 0.154 -6.111
C -1.074 0.433 -4.913
O -2.271 0.253 -4.912
C -0.379 0.936 -3.700
C 0.937 1.124 -3.685
C 1.770 0.839 -4.883
O 2.969 1.004 -4.859
H 1.700 0.143 -6.957
H -0.771 -0.209 -6.983
H -1.008 1.139 -2.842
H 1.465 1.490 -2.814
*
```

Total energy ... -64330.7325 eV
M ... 437.7 g mol⁻¹

Atomic partial charges in e from the natural (NBO) method, atoms 1 to 5: number 1, O, carries -0.432; number 2, C, carries 0.541; number 3, Cl, carries -0.016; number 4, C, carries -0.582; number 5, C, carries 0.522

# C17H28N2NiSi

C17H28N2NiSi as an isolated structure at a distorted geometry (the ωB97M-V functional and the def2-TZVPD basis, OMol25).

The geometry in ORCA input format:
```
! wB97M-V def2-TZVPD RIJCOSX def2/J DEFGRID3
* xyz 0 3
C -2.196 -0.084 -2.723
C 1.136 -0.585 -2.078
C -0.960 0.737 -2.801
H -2.704 0.143 -1.775
C 1.449 0.812 -1.734
H 2.096 -1.117 -2.158
H -0.583 0.678 -3.839
H 2.526 0.949 -1.550
C -0.689 2.090 -2.354
H -1.314 2.479 -1.539
H -0.849 2.759 -3.219
C -1.407 -1.445 -2.577
H -1.856 -2.230 -3.201
H -1.462 -1.765 -1.529
C 0.141 -1.321 -2.968
H 0.226 -0.980 -4.007
H 0.499 -2.355 -2.986
C 0.836 2.147 -2.048
H 1.336 2.627 -2.902
H 1.003 2.805 -1.182
Ni 0.997 -0.197 -0.389
H -2.899 -0.098 -3.525
C 0.804 -3.922 -0.381
C 0.566 -3.034 0.807
C 0.072 -3.540 2.003
C -0.232 -2.693 3.077
C -0.025 -1.318 2.937
C 0.454 -0.850 1.705
N 0.781 -1.710 0.679
N 0.615 0.441 1.323
Si 0.188 1.893 2.232
C -1.560 1.690 2.840
C 1.425 2.011 3.603
C 0.194 3.402 1.138
H -0.149 -4.153 -0.884
H 1.482 -3.476 -1.117
H 1.229 -4.882 -0.058
H -0.096 -4.609 2.076
H -0.629 -3.080 4.003
H -0.264 -0.601 3.715
H -1.759 0.726 3.322
H -1.741 2.493 3.568
H -2.266 1.810 2.005
H 2.446 2.055 3.205
H 1.228 2.930 4.170
H 1.357 1.154 4.284
H 1.163 3.587 0.658
H -0.594 3.373 0.373
H -0.017 4.255 1.801
*
```

ΔE to the lowest compared entry with this formula, charge and spin ... 43.5 kcal per mole
Total energy ... -69980.8531 eV
M ... 347.2 g mol⁻¹
⟨S²⟩ ... 2.016

Atomic partial charges in e from the natural (NBO) method, atoms 1 to 5: number 1, C, carries -0.484; number 2, C, carries -0.441; number 3, C, carries -0.046; number 4, H, carries 0.198; number 5, C, carries -0.393

# C44H111N7O16

A 8-piece molecular cluster, C44H111N7O16 overall at a distorted geometry (the ωB97M-V functional and the def2-TZVPD basis, OMol25).

The geometry in ORCA input format:
```
! wB97M-V def2-TZVPD RIJCOSX def2/J DEFGRID3
* xyz 0 1
C -2.604 5.380 -2.141
O -2.081 4.460 -1.198
C -0.662 4.673 -1.016
C 0.251 3.819 -1.946
N 1.735 4.095 -1.886
C 2.521 3.131 -2.696
C 4.055 3.371 -2.585
O 4.626 3.058 -1.331
C 4.912 1.703 -1.124
H -2.796 6.412 -1.850
H -3.586 5.119 -2.537
H -1.954 5.183 -2.993
H -0.513 4.323 0.005
H -0.445 5.741 -1.042
H 0.123 4.023 -3.009
H 0.140 2.771 -1.669
H 2.069 3.915 -0.950
H 2.150 3.245 -3.714
H 2.332 2.145 -2.270
H 4.083 4.454 -2.705
H 4.633 2.958 -3.412
H 5.090 1.534 -0.062
H 5.795 1.348 -1.656
H 4.061 1.134 -1.499
C -4.707 -3.008 6.084
O -4.481 -3.270 4.705
C -3.783 -2.244 4.063
C -3.721 -2.441 2.504
N -3.037 -3.688 2.217
C -3.057 -3.906 0.805
C -1.869 -4.821 0.279
O -0.657 -4.109 0.558
C 0.364 -4.506 -0.318
H -5.345 -3.743 6.576
H -5.302 -2.095 6.104
H -3.855 -2.696 6.689
H -2.779 -2.114 4.466
H -4.204 -1.238 4.088
H -3.123 -1.590 2.177
H -4.714 -2.450 2.054
H -2.098 -3.716 2.588
H -2.904 -2.986 0.241
H -4.029 -4.278 0.481
H -1.982 -5.047 -0.782
H -1.904 -5.807 0.743
H 0.444 -5.590 -0.400
H 1.274 -4.145 0.161
H 0.096 -4.126 -1.304
C -7.224 -1.317 1.468
O -6.061 -0.607 1.156
C -5.594 -0.841 -0.223
C -4.946 0.401 -0.744
N -4.305 0.325 -2.034
C -3.920 1.627 -2.587
C -3.095 1.353 -3.881
O -1.879 0.669 -3.659
C -1.032 0.777 -4.821
H -8.131 -1.020 0.941
H -7.470 -1.300 2.530
H -7.159 -2.372 1.203
H -6.370 -1.161 -0.918
H -4.784 -1.570 -0.228
H -4.297 0.823 0.023
H -5.681 1.205 -0.789
H -3.469 -0.214 -1.864
H -3.405 2.219 -1.831
H -4.820 2.208 -2.791
H -2.904 2.350 -4.277
H -3.607 0.783 -4.657
H -0.067 0.330 -4.586
H -0.797 1.797 -5.125
H -1.502 0.330 -5.698
C -1.163 3.030 3.613
O -1.326 1.642 3.690
C -0.826 1.166 4.935
C -1.946 1.171 6.048
N -1.410 0.742 7.357
C -2.543 0.751 8.253
C -2.262 0.668 9.766
O -2.035 -0.647 10.320
C -1.703 -0.660 11.675
H -0.086 3.201 3.634
H -1.620 3.554 4.452
H -1.673 3.346 2.703
H 0.088 1.681 5.232
H -0.559 0.116 4.816
H -2.810 0.595 5.718
H -2.374 2.173 6.081
H -1.063 -0.194 7.204
H -3.202 -0.060 7.943
H -3.187 1.618 8.106
H -3.148 1.045 10.276
H -1.379 1.221 10.088
H -1.677 -1.698 12.005
H -2.572 -0.241 12.182
H -0.751 -0.207 11.952
C 8.745 4.311 0.088
O 7.471 4.737 0.373
C 6.882 5.445 -0.724
C 5.613 6.054 -0.202
N 4.765 5.151 0.527
C 3.473 5.838 0.802
C 2.564 4.827 1.572
O 2.270 3.674 0.730
C 2.165 2.437 1.368
H 8.867 3.821 -0.878
H 8.964 3.619 0.902
H 9.409 5.173 0.156
H 6.739 4.752 -1.553
H 7.557 6.242 -1.035
H 5.012 6.394 -1.045
H 5.764 6.962 0.382
H 4.607 4.261 0.076
H 2.945 6.074 -0.121
H 3.603 6.729 1.416
H 1.594 5.198 1.905
H 3.136 4.578 2.466
H 1.651 1.768 0.677
H 1.628 2.569 2.307
H 3.190 2.194 1.646
C -2.830 -7.168 -5.839
O -1.846 -7.740 -4.947
C -0.608 -7.101 -4.805
C -0.638 -5.765 -3.993
N -0.789 -4.637 -4.991
C -0.795 -3.377 -4.248
C -2.253 -3.038 -3.866
O -3.269 -3.688 -4.720
C -4.566 -3.355 -4.197
H -2.459 -7.189 -6.864
H -2.916 -6.096 -5.661
H -3.757 -7.712 -5.660
H -0.029 -7.054 -5.726
H 0.057 -7.810 -4.313
H 0.294 -5.598 -3.452
H -1.488 -5.858 -3.317
H -1.765 -4.595 -5.246
H -0.582 -2.569 -4.949
H -0.097 -3.303 -3.414
H -2.331 -1.954 -3.950
H -2.358 -3.246 -2.802
H -4.570 -3.195 -3.119
H -5.311 -4.115 -4.429
H -4.814 -2.369 -4.590
C 3.317 0.345 -5.054
O 3.436 0.056 -3.707
C 2.645 -1.049 -3.331
C 2.867 -1.475 -1.845
N 4.183 -2.040 -1.523
C 4.566 -1.854 -0.134
C 6.125 -2.099 -0.069
O 6.862 -1.061 -0.783
C 8.247 -0.929 -0.504
H 3.945 1.227 -5.184
H 2.298 0.667 -5.271
H 3.599 -0.460 -5.732
H 2.894 -1.967 -3.864
H 1.562 -1.041 -3.451
H 2.075 -2.202 -1.665
H 2.651 -0.623 -1.201
H 4.796 -1.592 -2.189
H 3.929 -2.521 0.447
H 4.324 -0.828 0.141
H 6.419 -3.070 -0.468
H 6.500 -1.981 0.947
H 8.653 -0.088 -1.066
H 8.825 -1.771 -0.883
H 8.377 -0.931 0.578
O 0.263 -1.392 0.789
C -0.483 -0.193 0.796
C -0.786 0.296 -0.673
O -1.550 -0.550 -1.473
H -0.278 -2.183 0.836
H -1.373 -0.449 1.371
H 0.075 0.572 1.337
H 0.201 0.432 -1.115
H -1.202 1.303 -0.677
H -1.674 -0.021 -2.264
*
```

ΔE to the lowest compared entry with this formula, charge and spin ... 84.9 kcal per mole
Total energy ... -90604.7130 eV
Structure (SMILES) ... COCCNCCOC.COCCNCCOC.COCCNCCOC.COCCNCCOC.COCCNCCOC.COCCNCCOC.COCCNCCOC.OCCO
M ... 994.4 g mol⁻¹

Atomic partial charges in e from the Mulliken method, atoms 1 to 5: number 1, C, carries -0.862; number 2, O, carries -0.264; number 3, C, carries -0.537; number 4, C, carries 0.484; number 5, N, carries -0.356

Please write out number 1 again, unchanged.
# C3H7NO2P

An isolated ion of composition C3H7NO2P and charge -1 at a distorted geometry (the ωB97M-V functional and the def2-TZVPD basis, OMol25).

The geometry in ORCA input format:
```
! wB97M-V def2-TZVPD RIJCOSX def2/J DEFGRID3
* xyz -1 1
C -2.479 -0.234 0.632
C -1.140 0.034 0.014
N -0.385 0.914 0.482
C 1.064 1.063 -0.325
P 2.436 -0.020 0.495
O 3.565 0.133 -0.483
O 1.765 -1.534 0.035
H -2.708 -1.300 0.608
H -3.250 0.294 0.065
H -2.499 0.114 1.659
H -0.912 -0.575 -0.873
H 1.327 2.112 -0.222
H 0.910 0.779 -1.367
H 2.307 -1.780 -0.720
*
```

ΔE to the lowest compared entry with this formula, charge and spin ... 46.3 kcal per mole
Total energy ... -18099.6011 eV
Structure (SMILES) ... C/C=N/CP([O-])O
M ... 120.1 g mol⁻¹

Atomic partial charges in e from the natural (NBO) method, atoms 1 to 5: number 1, C, carries -0.658; number 2, C, carries 0.083; number 3, N, carries -0.414; number 4, C, carries -0.597; number 5, P, carries 1.285

Look up the total energy of the third one.
-64330.7325 eV

Among the records above, which one has the highest M?
C44H111N7O16

The highest total energy belongs to which entry?
C3H7NO2P